148
Properties=species:S:1:pos:R:3 method="wB97M-V/def2-TZVPD" gap_ev=9.369 homo_ev=-8.937 spin_multiplicity=1 molar_mass_g_mol=1005.07
C 4.1719 -3.5257 -0.9626
C 4.4384 -4.6397 0.0761
O 4.0050 -4.0740 1.3234
C 3.4905 -2.8862 1.0895
O 3.0926 -2.1426 1.9355
O 3.5159 -2.5703 -0.2294
H 3.4618 -3.9559 -1.6991
H 5.0839 -3.1736 -1.4531
H 5.5162 -4.7575 0.2354
H 3.9553 -5.5403 -0.0914
C -3.6538 1.8387 -1.7995
C -3.7628 0.3695 -1.6254
O -4.4182 -0.0833 -2.8452
C -4.3393 -1.4406 -3.0648
O -3.9932 -2.3275 -2.3187
O -4.7590 -1.6109 -4.3474
C -5.0868 -2.9241 -4.6606
H -4.6388 2.3271 -1.6619
H -3.1636 2.0067 -2.7425
H -3.0104 2.1865 -0.9989
H -4.3241 0.1727 -0.7165
H -2.8209 -0.1313 -1.4960
H -5.8565 -2.9555 -5.4378
H -5.5423 -3.4703 -3.8362
H -4.2447 -3.5420 -4.9423
C -3.1156 2.7361 -6.1968
C -1.6376 2.5164 -6.3212
O -1.0386 1.9500 -5.1311
C -0.3068 2.8076 -4.4220
O -0.2110 3.9563 -4.6776
O 0.0801 2.2278 -3.2820
C 0.9398 3.0738 -2.5213
H -3.5226 3.2183 -7.0808
H -3.4342 3.3149 -5.3305
H -3.5781 1.7759 -6.1317
H -1.0077 3.3695 -6.6680
H -1.4400 1.7490 -7.0579
H 1.8151 3.4536 -3.0416
H 1.3247 2.5331 -1.7124
H 0.3990 3.9077 -2.0607
C -1.2454 -1.7197 -5.7258
C -0.2189 -1.8974 -4.6378
O 0.8582 -0.9076 -4.8681
C 1.8567 -0.9332 -3.9783
O 2.0635 -1.6764 -3.0688
O 2.6453 0.1324 -4.3022
C 3.7467 0.3757 -3.4405
H -1.8644 -0.8086 -5.8138
H -2.0157 -2.4971 -5.5244
H -0.8463 -1.9482 -6.7194
H 0.1850 -2.9118 -4.6733
H -0.6864 -1.6158 -3.7068
H 4.0196 1.4380 -3.4610
H 4.6201 -0.1603 -3.6797
H 3.5042 0.0889 -2.4167
C -2.8686 3.8928 1.6053
C -3.0484 3.7590 3.1436
O -4.4053 3.9752 3.4797
C -4.7163 5.0848 4.2175
O -3.9033 5.9779 4.4117
O -6.0497 5.1929 4.5247
C -6.5048 6.4935 4.8549
H -3.0155 4.9405 1.3001
H -3.6614 3.2995 1.1319
H -2.0005 3.5326 1.0856
H -2.4767 4.3738 3.8253
H -2.8415 2.7332 3.4179
H -6.2199 7.1439 4.0015
H -5.9567 6.8881 5.7128
H -7.5900 6.4631 5.0196
C 0.1964 5.2905 3.7509
C 0.3924 4.6364 2.3877
O 1.7731 4.4381 2.1195
C 2.2258 4.4384 0.8486
O 1.5643 4.5944 -0.1207
O 3.5419 4.1129 0.8066
C 4.1980 4.3514 -0.4626
H -0.8577 5.2898 3.9004
H 0.5194 6.2996 3.7068
H 0.6620 4.7642 4.5738
H -0.0535 5.2240 1.5605
H -0.0826 3.6775 2.3909
H 5.1417 3.8348 -0.4914
H 4.3933 5.4191 -0.6251
H 3.6516 3.9513 -1.3151
C 0.1102 -8.8010 0.7178
C 0.6728 -7.6333 1.5203
O -0.0770 -6.4608 1.1681
C 0.2787 -5.7829 0.0998
O 1.3358 -6.0113 -0.5228
O -0.6277 -4.8737 -0.1717
C -0.3915 -3.8928 -1.2050
H 0.6264 -8.9089 -0.2309
H -0.8901 -8.6395 0.3782
H 0.1615 -9.8461 1.0855
H 1.7131 -7.4563 1.2428
H 0.5771 -7.8064 2.6011
H 0.1820 -3.0595 -0.8181
H -1.3463 -3.4676 -1.5377
H 0.2083 -4.3270 -2.0651
C 0.4071 -0.4373 -0.4154
O -0.6783 -0.6391 -0.8889
N 0.8308 0.6438 0.2127
C 2.2952 0.8763 0.4815
C -0.1038 1.6638 0.4846
H 1.2215 -1.1136 -0.6843
H 2.5609 1.1327 1.5264
H 2.5281 1.7047 -0.1846
H 2.8837 0.0446 0.1238
H 0.4155 2.6098 0.6356
H -0.8706 1.7723 -0.3138
H -0.5980 1.4316 1.4234
C 0.1443 -0.3636 6.3022
O -0.2925 0.2443 7.3186
N 0.2123 0.0945 5.0397
C -0.0002 1.4981 4.7637
C 0.6526 -0.7348 3.9333
H 0.6218 -1.3285 6.4554
H -0.7788 1.5335 4.0067
H 0.9071 2.0111 4.3217
H -0.2516 1.8382 5.7626
H 0.5562 -1.7728 4.1165
H -0.0021 -0.5848 3.0759
H 1.6499 -0.5350 3.5541
C -2.7004 -0.7981 1.8937
O -2.3219 0.1808 2.5059
N -3.1422 -1.9266 2.5191
C -3.6626 -3.0432 1.7762
C -2.9363 -2.0153 3.9243
H -2.8929 -0.8185 0.7995
H -3.7920 -2.6885 0.7364
H -4.6305 -3.2993 2.1820
H -3.0122 -3.8796 1.6654
H -3.8429 -2.2974 4.4796
H -2.1644 -2.7554 4.1240
H -2.6792 -1.0244 4.3164
C 5.6089 -0.2027 0.5070
O 5.5093 0.3943 -0.5957
N 6.6013 -1.1027 0.8739
C 6.5665 -1.7786 2.1842
C 7.5783 -1.5508 -0.0690
H 4.8733 -0.0707 1.3543
H 5.7492 -1.3571 2.8241
H 7.5342 -1.5458 2.7566
H 6.4458 -2.8570 1.9992
H 8.6123 -1.1891 0.2321
H 7.5365 -2.6647 -0.1144
H 7.3043 -1.1043 -1.0300